Computed, not measured: an isolated molecule of C3H5NO2S at a distorted geometry, with ωB97M-V/def2-TZVPD.

Values from the calculation:
Highest occupied orbital energy = -9.50 eV
Orbital gap = 10.011 eV
Max |F| = 3.4 eV/A
Relative energy (zero: lowest compared OMol25 entry of this formula, charge and spin) = 2.3408 eV
Net charge = 0

CARTESIAN COORDINATES (ANGSTROEM)
1 C -0.775 -1.453 0.130
2 C -0.522 -0.126 0.747
3 C -0.055 0.951 -0.121
4 N 0.154 0.932 -1.368
5 O 0.226 2.127 0.587
6 O -3.208 -0.235 -0.051
7 S -2.275 -0.722 0.969
8 H -0.415 -2.361 0.711
9 H -0.824 -1.480 -0.917
10 H -0.086 -0.193 1.753
11 H 0.727 2.751 0.030
12 H 0.753 1.773 -1.605